[1]
{"formula": "CH4N3O", "method": "ωB97M-V/def2-TZVPD", "charge": -1, "lumo_energy_ev": 4.5893, "homo_lumo_gap_ev": 7.3, "total_energy_ha": -279.906649, "de_lowest_ev": 0.000, "smiles": "C[N-][N+]([NH-])=O", "elements": ["C", "N", "N", "N", "O", "H", "H", "H", "H"], "positions_angstrom": [[-1.300, 0.272, 0.049], [-0.096, -0.555, 0.024], [0.996, 0.059, 0.027], [2.097, -0.728, 0.073], [1.175, 1.304, 0.009], [-1.131, 1.069, -0.760], [-1.464, 0.732, 0.998], [-2.036, -0.357, -0.462], [1.759, -1.796, 0.043]], "lowdin_charge": [-0.188, -0.118, -0.603, -0.090, -0.167, 0.068, 0.039, 0.043, 0.016]}

[2]
{"formula": "CH4N3O", "method": "ωB97M-V/def2-TZVPD", "charge": 1, "lumo_energy_ev": -6.7466, "homo_lumo_gap_ev": 8.3, "total_energy_ha": -279.638892, "de_lowest_ev": 3.646, "elements": ["C", "N", "N", "N", "O", "H", "H", "H", "H"], "positions_angstrom": [[0.379, 0.340, 0.181], [-2.287, 0.363, 0.377], [1.641, -0.191, 0.232], [-0.496, -0.134, -0.627], [-3.214, -0.140, 0.055], [-0.002, 1.112, 0.918], [2.519, 0.269, 0.612], [1.873, -0.731, -0.526], [-0.411, -0.886, -1.222]], "lowdin_charge": [-0.247, 0.272, 0.142, 0.093, 0.281, 0.152, 0.164, 0.072, 0.072]}

[3]
{"formula": "CH4N3O5S2", "method": "ωB97M-V/def2-TZVPD", "s_squared": 2.016, "charge": -1, "spin_multiplicity": 3, "lumo_energy_ev": [3.5693, 0.4380], "homo_lumo_gap_ev": [4.8, 6.6], "total_energy_ha": -1377.259090, "elements": ["C", "N", "N", "N", "O", "O", "O", "O", "O", "S", "S", "H", "H", "H", "H"], "positions_angstrom": [[-0.346, 0.230, 0.806], [0.063, -0.445, 1.900], [0.503, 0.791, 0.020], [-1.716, 0.495, 0.880], [2.207, -1.131, 0.545], [-0.583, -1.004, -1.523], [3.147, 0.676, -0.735], [0.529, 0.750, -2.880], [-1.646, 1.140, -1.913], [2.011, -0.219, -0.622], [-0.384, 0.369, -1.841], [1.039, -0.881, 1.619], [-0.478, -1.189, 2.386], [-2.207, -0.241, 1.470], [-2.139, 0.658, -0.110]], "lowdin_charge": [-0.704, 0.079, -0.089, 0.087, -0.432, -0.372, -0.379, -0.371, -0.391, 0.842, 0.388, 0.069, 0.091, 0.100, 0.083]}

[4]
{"formula": "CH4N3OS", "method": "ωB97M-V/def2-TZVPD", "charge": 1, "lumo_energy_ev": -5.5257, "homo_lumo_gap_ev": 9.0, "total_energy_ha": -677.743592, "de_lowest_ev": 4.713, "elements": ["C", "N", "N", "N", "O", "S", "H", "H", "H", "H"], "positions_angstrom": [[-0.815, -0.194, -0.502], [-0.999, 0.067, 0.637], [-1.069, -0.632, -1.703], [1.506, 0.727, 0.364], [-0.594, 0.253, 1.818], [1.397, 0.595, 1.896], [-0.601, -0.105, -2.519], [-1.644, -1.523, -1.774], [1.402, 1.584, -0.128], [1.418, -0.771, 1.910]], "lowdin_charge": [-0.113, 0.002, 0.168, -0.340, -0.242, 1.121, 0.188, 0.181, 0.023, 0.011]}

[5]
{"formula": "CH4N4", "method": "ωB97M-V/def2-TZVPD", "lumo_energy_ev": [-0.3139, -1.0299], "homo_lumo_gap_ev": [9.5, 8.7], "total_energy_ha": -259.279845, "de_lowest_ev": 7.621, "elements": ["C", "N", "N", "N", "N", "H", "H", "H", "H"], "positions_angstrom": [[1.111, -0.890, -0.110], [1.949, 0.087, -0.366], [1.013, 1.017, 0.085], [0.297, -0.099, 0.610], [-2.021, 0.187, -0.525], [1.127, -1.946, -0.188], [1.451, 1.783, 0.699], [-2.489, 0.692, 0.279], [-2.437, -0.830, -0.485]], "lowdin_charge": [-0.252, 0.048, -0.093, 0.038, 0.035, 0.089, 0.145, -0.020, 0.011]}

[6]
{"formula": "CH4N4", "method": "ωB97M-V/def2-TZVPD", "lumo_energy_ev": 1.1426, "homo_lumo_gap_ev": 10.7, "total_energy_ha": -259.399513, "de_lowest_ev": 4.365, "smiles": "[H]/N=N\\N.C#N", "elements": ["H", "N", "N", "N", "H", "H", "C", "N", "H"], "positions_angstrom": [[0.225, 0.004, -0.697], [0.030, 0.484, 0.156], [-1.008, 0.240, 0.742], [-1.812, -0.545, 0.009], [-2.833, -0.625, 0.110], [-1.406, -0.676, -0.943], [2.253, 0.400, 0.231], [2.131, -0.274, -0.679], [2.420, 0.992, 1.071]], "lowdin_charge": [-0.004, -0.044, -0.121, -0.009, 0.099, 0.103, -0.114, 0.039, 0.051]}

[7]
{"formula": "CH4N4", "method": "ωB97M-V/def2-TZVPD", "lumo_energy_ev": 0.7850, "homo_lumo_gap_ev": 9.3, "total_energy_ha": -259.417135, "de_lowest_ev": 3.885, "elements": ["C", "N", "N", "N", "N", "H", "H", "H", "H"], "positions_angstrom": [[-0.243, 0.020, -0.290], [0.412, 0.863, -1.078], [0.785, -0.209, 0.650], [1.430, 0.941, 0.020], [-1.360, -0.763, -0.290], [0.427, -0.295, 1.583], [2.345, 0.865, -0.308], [-2.084, -0.390, -0.882], [-1.712, -1.031, 0.595]], "lowdin_charge": [-0.510, 0.061, 0.026, -0.052, 0.136, 0.101, 0.062, 0.097, 0.079]}

[8]
{"formula": "CH4N4", "method": "ωB97M-V/def2-TZVPD", "lumo_energy_ev": 0.7953, "homo_lumo_gap_ev": 10.1, "total_energy_ha": -259.468026, "de_lowest_ev": 2.500, "smiles": "[H]/N=N/C.N#N", "elements": ["H", "N", "N", "C", "H", "H", "H", "N", "N"], "positions_angstrom": [[-0.897, 1.755, 1.142], [-0.403, 1.253, 0.333], [0.336, 0.405, 0.920], [0.995, -0.490, 0.043], [1.415, -1.098, 0.644], [1.772, 0.185, -0.331], [0.399, -0.792, -0.783], [-2.104, -0.390, -0.584], [-1.513, -0.829, -1.383]], "lowdin_charge": [0.074, 0.000, -0.132, -0.137, 0.003, 0.102, 0.013, 0.042, 0.036]}

[9]
{"formula": "CH4N4", "method": "ωB97M-V/def2-TZVPD", "lumo_energy_ev": [0.4014, 0.6329], "homo_lumo_gap_ev": [7.5, 7.7], "total_energy_ha": -259.340618, "de_lowest_ev": 5.967, "elements": ["C", "N", "N", "N", "N", "H", "H", "H", "H"], "positions_angstrom": [[0.067, -1.072, -0.392], [0.087, 0.102, 0.133], [0.555, 2.156, -0.497], [0.730, 1.174, 0.267], [-0.855, -1.992, -0.189], [0.867, 2.967, 0.025], [1.270, 1.451, 1.168], [-0.980, -2.812, -0.785], [-1.741, -1.973, 0.270]], "lowdin_charge": [-0.238, 0.002, 0.035, -0.225, 0.024, 0.031, 0.205, 0.089, 0.077]}

[10]
{"formula": "CH4N6O", "method": "ωB97M-V/def2-TZVPD", "lumo_energy_ev": -0.1549, "homo_lumo_gap_ev": 8.7, "total_energy_ha": -444.057286, "de_lowest_ev": 3.529, "smiles": "Nn1[nH]nn/c1=N\\O", "elements": ["N", "N", "N", "N", "N", "C", "N", "O", "H", "H", "H", "H"], "positions_angstrom": [[-2.189, 0.036, -0.215], [-0.919, -0.627, -0.281], [-0.498, -0.394, -1.617], [0.673, 0.313, -1.730], [1.285, 0.385, -0.656], [0.321, -0.124, 0.311], [0.455, -0.410, 1.596], [1.419, 0.637, 2.112], [-2.275, 0.916, 0.371], [-2.704, -0.642, 0.427], [-1.298, -0.379, -2.361], [1.347, 0.630, 3.115]], "lowdin_charge": [0.028, -0.128, -0.058, -0.008, 0.072, -0.338, 0.075, -0.143, 0.107, 0.106, 0.185, 0.101]}

[11]
{"formula": "CH4NO2", "method": "ωB97M-V/def2-TZVPD", "charge": -1, "lumo_energy_ev": 4.7969, "homo_lumo_gap_ev": 7.1, "total_energy_ha": -245.693315, "de_lowest_ev": 2.838, "elements": ["O", "H", "C", "N", "O", "H", "H", "H"], "positions_angstrom": [[1.511, 0.416, 1.835], [1.037, 1.170, 1.366], [-0.046, -0.931, -1.371], [-1.020, 0.189, -0.926], [0.811, -1.301, -0.462], [1.165, -0.042, 1.066], [-1.584, 0.117, 0.047], [-1.874, 0.382, -1.556]], "lowdin_charge": [-0.139, 0.047, -0.447, -0.172, -0.300, -0.052, 0.055, 0.009]}

[12]
{"formula": "CH4NO2", "method": "ωB97M-V/def2-TZVPD", "charge": 1, "lumo_energy_ev": -4.6278, "homo_lumo_gap_ev": 11.6, "total_energy_ha": -245.240922, "de_lowest_ev": 6.548, "elements": ["C", "N", "O", "O", "H", "H", "H", "H"], "positions_angstrom": [[1.030, -0.316, 0.563], [-0.442, -0.039, 0.189], [1.252, -0.286, 1.926], [1.219, -1.481, 1.224], [2.130, -0.083, -0.464], [-0.999, -0.684, 0.771], [-0.723, -0.468, -0.699], [-0.457, 0.917, 0.387]], "lowdin_charge": [-0.317, 0.297, 0.090, 0.059, 0.337, 0.192, 0.191, 0.149]}

[13]
{"formula": "CH4NO2P", "method": "ωB97M-V/def2-TZVPD", "lumo_energy_ev": 0.4284, "homo_lumo_gap_ev": 10.3, "total_energy_ha": -587.067592, "de_lowest_ev": 1.561, "smiles": "N=C=O.OP", "elements": ["N", "C", "O", "H", "O", "P", "H", "H", "H"], "positions_angstrom": [[-2.489, 0.566, -1.822], [-1.709, -0.323, -2.155], [-1.028, -1.105, -2.651], [-2.592, 1.300, -1.221], [-0.592, 0.601, 0.451], [0.955, 1.333, 0.489], [-0.391, -0.354, 0.358], [0.992, 1.815, -0.727], [0.466, 2.526, 0.973]], "lowdin_charge": [0.197, -0.420, 0.160, 0.034, -0.481, 0.779, 0.022, -0.172, -0.118]}

[14]
{"formula": "CH4NO2S", "method": "ωB97M-V/def2-TZVPD", "charge": -1, "lumo_energy_ev": 3.5126, "homo_lumo_gap_ev": 6.5, "total_energy_ha": -643.891286, "de_lowest_ev": 3.853, "elements": ["C", "N", "O", "O", "S", "H", "H", "H", "H"], "positions_angstrom": [[-2.455, -1.070, -0.040], [-1.534, -1.846, 0.294], [4.044, 1.636, 0.473], [1.645, 1.927, 0.897], [2.662, 1.094, 0.216], [-3.405, -1.128, 0.611], [-2.518, -0.393, -0.817], [2.279, 1.587, -1.300], [-0.720, -1.808, -0.333]], "lowdin_charge": [-0.168, 0.018, -0.679, -0.693, 0.453, 0.075, 0.028, -0.083, 0.049]}

[15]
{"formula": "CH4NO2SSi", "method": "ωB97M-V/def2-TZVPD", "charge": -1, "lumo_energy_ev": 3.4773, "homo_lumo_gap_ev": 7.2, "total_energy_ha": -933.517481, "de_lowest_ev": 1.504, "smiles": "N[Si@H](S)C(=O)[O-]", "elements": ["N", "Si", "S", "C", "O", "O", "H", "H", "H", "H"], "positions_angstrom": [[0.213, 1.419, -0.486], [-0.078, -0.100, 0.250], [1.199, 0.468, 2.081], [-0.087, -1.604, -1.014], [-0.927, -1.155, -1.765], [0.647, -2.597, -0.929], [-0.718, 1.911, -0.741], [0.905, 1.547, -1.230], [-1.269, 0.050, 1.000], [0.114, 0.062, 2.833]], "lowdin_charge": [-0.215, 0.308, 0.212, -0.863, -0.083, -0.099, 0.055, 0.018, -0.074, -0.258]}

[16]
{"formula": "CH4NO3", "method": "ωB97M-V/def2-TZVPD", "charge": -1, "lumo_energy_ev": 4.3842, "homo_lumo_gap_ev": 8.5, "total_energy_ha": -321.067153, "de_lowest_ev": 0.261, "elements": ["N", "C", "O", "O", "H", "H", "H", "H", "O"], "positions_angstrom": [[0.468, -0.850, -0.570], [-0.668, -1.039, 0.291], [-0.926, -2.239, 0.524], [-1.271, -0.012, 0.690], [0.557, -1.711, -1.077], [0.506, 0.002, -1.096], [-0.313, 1.767, 0.130], [1.101, 1.889, 0.908], [0.545, 2.194, 0.202]], "lowdin_charge": [0.073, -0.856, -0.109, -0.112, 0.047, 0.037, -0.006, 0.017, -0.090]}

[17]
{"formula": "CH4NO4Si", "method": "ωB97M-V/def2-TZVPD", "charge": -1, "lumo_energy_ev": 4.1410, "homo_lumo_gap_ev": 9.1, "total_energy_ha": -685.889408, "de_lowest_ev": 0.550, "elements": ["C", "N", "O", "O", "O", "O", "Si", "H", "H", "H", "H"], "positions_angstrom": [[-1.039, 0.131, 0.053], [-2.466, -0.073, 0.277], [-0.467, -0.890, -0.434], [-0.615, 1.276, 0.141], [2.235, 1.314, -0.395], [2.234, -1.295, -0.047], [3.158, -0.032, -0.417], [-2.606, -1.089, 0.058], [-2.974, 0.461, 1.062], [1.273, 1.379, -0.406], [1.268, -1.182, 0.109]], "lowdin_charge": [-0.827, 0.043, -0.110, -0.053, -0.323, -0.335, 0.452, 0.072, 0.092, -0.011, 0.000]}

[18]
{"formula": "CH4NOP", "method": "ωB97M-V/def2-TZVPD", "lumo_energy_ev": 0.8609, "homo_lumo_gap_ev": 11.0, "total_energy_ha": -511.824915, "de_lowest_ev": 1.068, "smiles": "O=CNP", "elements": ["O", "C", "N", "P", "H", "H", "H", "H"], "positions_angstrom": [[0.946, 0.473, 1.155], [0.885, 0.675, -0.037], [-0.058, -0.053, -0.726], [-1.279, -0.971, 0.022], [1.563, 1.283, -0.611], [-0.374, 0.128, -1.670], [-0.238, -1.574, 0.949], [-1.446, 0.038, 0.919]], "lowdin_charge": [-0.040, -0.413, -0.345, 0.792, 0.119, 0.058, -0.043, -0.128]}

[19]
{"formula": "CH4NOPS", "method": "ωB97M-V/def2-TZVPD", "lumo_energy_ev": [-1.3312, -1.3291], "homo_lumo_gap_ev": [6.7, 6.7], "total_energy_ha": -909.935301, "de_lowest_ev": 1.895, "elements": ["C", "N", "O", "P", "S", "H", "H", "H", "H"], "positions_angstrom": [[-1.357, -0.691, -0.141], [-1.133, 0.626, -0.117], [2.454, -0.806, -0.470], [1.738, -0.258, 0.690], [0.285, 1.466, -0.244], [-0.642, -1.517, -0.341], [-2.295, -1.046, -0.035], [-1.782, 1.329, -0.458], [2.732, 0.896, 1.115]], "lowdin_charge": [0.020, -0.504, -0.656, 0.449, 0.567, 0.090, 0.041, 0.079, -0.086]}

[20]
{"formula": "CH4NOPS", "method": "ωB97M-V/def2-TZVPD", "s_squared": 2.007, "spin_multiplicity": 3, "lumo_energy_ev": [0.7430, -2.0228], "homo_lumo_gap_ev": [7.8, 6.9], "total_energy_ha": -909.885133, "de_lowest_ev": 1.524, "elements": ["C", "N", "O", "P", "S", "H", "H", "H", "H"], "positions_angstrom": [[-0.223, -1.444, 0.161], [0.466, 1.332, 0.278], [0.941, -1.278, 0.243], [-1.083, 1.191, -0.131], [1.881, 0.880, -0.439], [-0.779, -1.340, -0.855], [-0.926, -1.720, 0.999], [0.630, 1.636, 1.182], [-0.908, 0.743, -1.438]], "lowdin_charge": [-0.307, -0.904, -0.170, 0.741, 0.651, 0.071, 0.089, -0.031, -0.141]}